# 1
The following is a DFT calculation (the ωB97M-V functional and the def2-TZVPD basis) of a cluster of 2 separate species, C9H14 in total.

Geometry (Å):
H: 4.00458 0.82460 -1.77586
C: 1.90121 -0.51680 -1.15243
H: -1.03839 1.72101 -0.15630
H: -2.00458 -0.30603 2.85893
C: -2.45803 -1.09619 2.23004
H: 0.54542 -2.05151 -1.66610
H: 2.80492 -1.11242 -1.28557
H: 3.86752 2.28003 -0.85598
H: -1.58982 -1.73615 2.02469
H: 1.23044 2.69245 -0.59778
H: -4.28700 -0.39063 1.42289
C: 2.16959 0.80584 -0.87213
C: 0.60967 -1.03096 -1.32833
C: -0.23572 1.11730 -0.55535
C: 1.04336 1.62491 -0.72176
H: -2.89412 0.09918 0.53183
H: -1.37367 -0.73260 -0.79511
C: -3.31882 -0.75607 1.05655
H: -2.85698 -1.62112 3.11416
C: -0.44968 -0.19745 -0.94995
H: -3.45247 -1.53747 0.32168
H: 4.15375 0.69851 -0.02793
C: 3.62881 1.22157 -0.82020

energy: -351.29474 Ha
structure (SMILES): Cc1ccccc1.CC
HOMO energy: -0.329 Ha
LUMO: 1.02 eV
ΔE to the lowest compared entry with this formula, charge and spin: 22.2 kcal/mol


# 2
The following is a DFT calculation (the ωB97M-V functional and the def2-TZVPD basis) of a cluster of 2 separate species, C9H14 in total.

Geometry (Å):
C: -1.35463 -1.42178 -1.56640
H: 3.62710 -0.23451 -1.23544
H: 1.30508 1.35147 -1.52254
H: -1.22014 -2.49571 -1.44044
H: -1.19959 1.21772 3.00436
H: 2.11062 -0.45553 -0.37464
H: 2.23008 2.26519 -0.25985
H: 3.43522 0.43296 0.41229
H: -0.44039 -1.08333 -2.06838
C: -2.49613 0.65474 1.41882
C: -0.38130 -0.37495 1.92174
H: -2.11294 -1.26928 -2.32970
C: 2.26882 1.52615 -1.05656
C: -1.41325 -0.77489 -0.21072
C: -0.47890 -1.13206 0.74874
C: -2.44310 0.08614 0.14429
C: 2.94012 0.23521 -0.53534
H: 0.43538 -0.59380 2.59526
H: 2.93058 2.02827 -1.77041
H: 0.39630 -1.76660 0.65533
H: -3.44261 1.08154 1.72311
C: -1.41474 0.49535 2.26702
H: -3.28160 0.22769 -0.52053

energy: -351.29858 Ha
structure (SMILES): Cc1ccccc1.CC
HOMO energy: -0.330 Ha
LUMO: 1.00 eV
ΔE to the lowest compared entry with this formula, charge and spin: 19.8 kcal/mol


# 3
The following is a DFT calculation (the ωB97M-V functional and the def2-TZVPD basis) of a cluster of 2 separate species, C9H14 in total.

Geometry (Å):
H: -2.34786 -2.85250 -1.14964
C: -2.02050 -1.94994 -0.61338
H: -2.46240 -0.06601 2.22693
C: -1.28794 0.57120 0.48304
C: -0.78568 0.10241 -0.71731
H: 0.68509 -1.54889 -2.53236
H: -0.67507 -2.51988 -2.68758
H: -1.15058 1.64196 0.84685
H: 3.25909 0.37051 1.82183
H: 1.51700 0.57462 1.33782
C: -2.48784 -1.55867 0.65680
H: -0.83200 -0.87963 -3.28692
H: -0.18072 0.68505 -1.34210
C: 2.56111 0.94509 1.19712
H: -3.17200 -2.24938 1.15268
H: 2.20008 2.89092 2.18278
C: -1.10590 -1.19606 -1.30840
H: 3.45987 3.06184 0.94628
C: 2.54569 2.45276 1.26576
C: -0.36137 -1.54179 -2.53101
C: -2.02540 -0.32626 1.20159
H: 2.98315 0.63290 0.21994
H: 1.68417 2.75975 0.62928

energy: -351.28121 Ha
structure (SMILES): Cc1ccccc1.CC
HOMO energy: -0.323 Ha
LUMO: 0.98 eV
ΔE to the lowest compared entry with this formula, charge and spin: 30.7 kcal/mol


# 4
The following is a DFT calculation (the ωB97M-V functional and the def2-TZVPD basis) of a cluster of 2 separate species, C9H14 in total.

Geometry (Å):
H: -0.17424 2.76477 4.30169
C: -0.35364 -1.63148 -1.21518
H: 1.24039 0.89310 0.48406
H: -1.19930 2.89606 2.18351
H: 2.94694 0.28937 -1.29926
C: -1.67183 2.38939 2.96511
C: -0.70800 1.91552 3.89968
H: -2.67483 2.86836 3.39295
H: 0.82456 -2.16903 -4.44193
C: 1.01728 0.07107 -0.21233
H: -0.18420 -3.18398 -3.45219
C: 1.77536 -1.03882 -2.26313
H: -0.89844 -0.54730 0.54530
C: -0.08456 -0.76735 -0.17769
H: -2.18769 1.52678 2.44543
H: -0.89511 1.43665 4.78868
H: -0.71715 -1.50714 -3.92132
H: -1.26403 -2.29964 -1.29769
H: 2.46289 -1.25870 -3.10139
H: 0.12636 1.33151 3.45815
C: 0.10972 -2.15130 -3.60860
C: 0.48093 -1.65799 -2.28148
C: 2.02861 -0.16988 -1.19239

energy: -351.26279 Ha
structure (SMILES): Cc1ccccc1.CC
HOMO energy: -0.323 Ha
LUMO: 1.00 eV
ΔE to the lowest compared entry with this formula, charge and spin: 42.3 kcal/mol


# 5
The following is a DFT calculation (the ωB97M-V functional and the def2-TZVPD basis) of a cluster of 2 separate species, C9H14 in total.

Geometry (Å):
C: -2.12422 1.63986 -0.68677
H: 1.92132 1.00236 1.90288
H: 2.94933 0.93454 -0.31946
H: -2.30054 -1.20564 -0.15232
H: -0.18016 2.47871 -1.24426
H: 2.03359 -0.69943 -2.04171
C: 0.46347 -0.61837 1.46497
C: -0.06134 -1.44097 0.48046
C: 1.59585 -0.57956 -1.08895
C: 2.05741 0.30912 -0.11493
H: -2.30194 1.59994 -1.82414
C: -1.58566 -1.87448 0.46474
H: -0.20124 -1.68952 -1.60048
H: -1.74432 0.71625 -0.29643
H: -1.07848 3.80176 -0.44435
H: -0.57061 2.20610 0.44969
H: -3.00533 1.88951 -0.14790
H: -1.79552 -2.78416 -0.30693
C: 1.53623 0.27224 1.14418
H: 0.16039 -0.66354 2.41403
H: -2.03004 -2.08809 1.38030
C: 0.50301 -1.34568 -0.76380
C: -1.02748 2.72138 -0.52806

energy: -351.24076 Ha
structure (SMILES): Cc1ccccc1.CC
HOMO energy: -0.339 Ha
LUMO: 1.02 eV
ΔE to the lowest compared entry with this formula, charge and spin: 56.1 kcal/mol


# 6
The following is a DFT calculation (the ωB97M-V functional and the def2-TZVPD basis) of a cluster of 2 separate species, C9H14 in total.

Geometry (Å):
H: 1.77587 0.35260 -2.06974
H: 0.84599 2.49997 0.82648
H: -0.17113 -2.45042 -0.55534
H: 1.21133 -2.40863 1.86544
C: -0.93896 1.45193 1.37284
H: 1.35721 -2.69777 -1.19925
C: -0.66234 0.12135 -1.01768
C: 0.83113 -2.74256 -0.24905
H: 2.55044 -1.99899 0.83736
H: -1.02577 2.00390 2.29427
C: -1.78185 -0.10810 -0.22061
H: -2.60672 -0.74831 -0.50855
C: 0.33252 0.99269 -0.61143
C: 1.47720 1.26808 -1.53356
C: -1.92506 0.54047 0.99447
H: -2.85691 0.57537 1.54539
H: 0.77077 -3.78982 0.05925
H: 2.44182 1.41656 -1.02464
H: 1.18897 -0.92552 0.82166
C: 0.13070 1.73662 0.54920
C: 1.46346 -1.97243 0.90558
H: 1.37271 2.05219 -2.27712
H: -0.72328 -0.47978 -1.91939

energy: -351.30974 Ha
structure (SMILES): Cc1ccccc1.CC
HOMO energy: -0.335 Ha
LUMO: 1.05 eV
ΔE to the lowest compared entry with this formula, charge and spin: 12.8 kcal/mol